{
  "formula": "C36H26Br3F9N4NaO3",
  "method": "ωB97M-V/def2-TZVPD",
  "de_lowest_kj_mol": 13.8,
  "multiplicity": 1,
  "homo_lumo_gap_ev": 7.8,
  "e_homo_ev": -5.76,
  "total_charge": -1,
  "symbols": ["Na", "C", "C", "C", "C", "C", "C", "C", "C", "C", "H", "H", "H", "H", "H", "H", "H", "H", "H", "H", "H", "H", "Br", "C", "C", "C", "N", "C", "C", "C", "C", "C", "Br", "C", "C", "N", "H", "H", "H", "H", "H", "H", "Br", "C", "C", "C", "C", "C", "N", "C", "O", "O", "H", "H", "H", "N", "C", "C", "C", "C", "C", "C", "C", "H", "H", "H", "H", "H", "F", "C", "F", "F", "C", "O", "C", "F", "F", "F", "C", "F", "F", "F"],
  "positions_angstrom": [[0.23005, -0.02791, 0.67748], [0.19689, -5.23295, -0.81512], [0.75975, -4.29738, 0.22545], [-0.03236, -3.89499, 1.29555], [0.46418, -3.06242, 2.29187], [-0.40682, -2.68201, 3.45897], [1.77267, -2.59550, 2.17976], [2.57450, -2.94266, 1.09633], [3.96681, -2.38248, 0.95550], [2.05887, -3.80955, 0.13615], [-0.07890, -6.19062, -0.36623], [0.91858, -5.42721, -1.60786], [-0.70274, -4.81177, -1.27258], [-1.05875, -4.24858, 1.36395], [-1.26416, -2.10340, 3.11292], [0.13611, -2.07228, 4.18070], [-0.78406, -3.57193, 3.96891], [2.17104, -1.93846, 2.94605], [4.71879, -3.15037, 1.15737], [4.12662, -1.55771, 1.65157], [4.13039, -2.00341, -0.05621], [2.67721, -4.08824, -0.71327], [-0.76808, -4.99980, -5.76310], [-0.47144, -3.73330, -4.37941], [0.81010, -3.49210, -3.93385], [0.95356, -2.58018, -2.89345], [-0.07280, -1.95185, -2.33614], [-1.29154, -2.14434, -2.82463], [-1.55034, -3.05668, -3.84524], [-2.35434, -1.23313, -2.27889], [-3.63801, -1.20725, -2.81611], [-4.51556, -0.24867, -2.34857], [-6.27435, -0.17836, -3.05702], [-4.12782, 0.65462, -1.38435], [-2.83223, 0.52831, -0.89370], [-1.97345, -0.39273, -1.31507], [1.66531, -3.98604, -4.37393], [1.92723, -2.31686, -2.49243], [-2.54583, -3.23861, -4.22246], [-3.94739, -1.89359, -3.59041], [-4.80254, 1.40580, -0.99925], [-2.47442, 1.18237, -0.10687], [2.26244, 1.07850, 3.62888], [3.31588, 1.43591, 2.07507], [4.46820, 2.19044, 2.20893], [5.17598, 2.45009, 1.04276], [4.70644, 1.95844, -0.16347], [3.54395, 1.19852, -0.17736], [2.85887, 0.94490, 0.94499], [3.00449, 0.60812, -1.49698], [3.55697, 1.04780, -2.52488], [2.09905, -0.24113, -1.36007], [4.78435, 2.55579, 3.17553], [6.08669, 3.03591, 1.08561], [5.20548, 2.13895, -1.10586], [0.26895, 2.07553, -0.19857], [0.06244, 3.08486, -0.70361], [-0.19613, 4.35241, -1.33880], [0.83458, 5.27291, -1.50387], [0.57195, 6.48712, -2.11747], [-0.71061, 6.78044, -2.56304], [-1.73604, 5.85791, -2.39898], [-1.48299, 4.64117, -1.78716], [1.83105, 5.02379, -1.16195], [1.37137, 7.20470, -2.25275], [-0.91145, 7.73068, -3.04334], [-2.73466, 6.08593, -2.74982], [-2.26946, 3.90897, -1.65171], [-4.22726, 1.28468, 1.76319], [-3.64685, 0.51934, 2.71848], [-3.73549, -0.74985, 2.31451], [-4.42167, 0.65008, 3.81436], [-2.12489, 0.91872, 2.94473], [-1.29346, 0.33457, 2.10358], [-2.03588, 2.49388, 2.86036], [-3.02757, 3.14431, 3.50650], [-2.08146, 2.90150, 1.58125], [-0.87280, 2.92998, 3.36870], [-1.78726, 0.51930, 4.43933], [-0.46177, 0.49072, 4.62178], [-2.24440, -0.71858, 4.71487], [-2.29778, 1.34688, 5.37385]],
  "atomic_forces_ev_per_a": [[0.559, -0.469, -0.505], [0.016, 0.039, 0.050], [-0.003, 0.044, -0.046], [0.005, -0.073, 0.019], [0.013, -0.023, 0.079], [0.006, -0.018, -0.137], [-0.012, 0.004, -0.066], [0.001, 0.062, -0.049], [-0.027, -0.034, -0.003], [-0.020, -0.008, -0.012], [-0.008, 0.022, -0.017], [0.008, 0.004, -0.002], [0.035, -0.005, -0.002], [0.049, 0.008, -0.002], [0.085, -0.035, 0.007], [-0.016, -0.005, -0.036], [0.021, 0.006, 0.002], [-0.033, 0.029, -0.024], [0.002, 0.007, -0.009], [-0.010, -0.036, -0.023], [-0.057, -0.003, 0.053], [-0.026, 0.004, 0.033], [0.006, 0.004, 0.001], [-0.096, -0.076, -0.071], [0.068, 0.046, 0.023], [-0.054, 0.045, 0.127], [0.019, 0.049, -0.079], [0.041, 0.097, 0.085], [-0.046, -0.057, -0.012], [0.118, 0.033, 0.094], [-0.008, -0.016, -0.050], [-0.091, -0.043, -0.063], [0.008, 0.003, 0.000], [0.049, 0.016, 0.091], [0.006, -0.177, 0.043], [-0.021, 0.104, 0.022], [-0.015, 0.011, 0.026], [-0.061, 0.021, 0.014], [0.032, 0.002, -0.010], [-0.004, 0.032, 0.026], [0.029, -0.004, -0.007], [-0.014, -0.021, 0.000], [0.146, 0.035, -0.123], [-0.076, -0.030, -0.086], [0.085, 0.043, -0.054], [-0.019, -0.003, 0.064], [0.073, 0.059, 0.007], [-0.117, -0.024, 0.103], [0.016, -0.014, 0.270], [-0.040, -0.062, -0.043], [-0.127, -0.129, 0.155], [0.133, 0.035, -0.033], [-0.002, -0.012, -0.028], [0.001, 0.002, -0.006], [-0.035, -0.021, 0.028], [-0.194, 0.552, -0.232], [0.108, 0.010, -0.032], [-0.032, -0.114, 0.033], [0.074, -0.012, -0.005], [-0.027, 0.005, -0.002], [0.007, -0.011, 0.007], [0.011, 0.003, -0.002], [-0.027, -0.027, 0.019], [-0.030, 0.007, -0.008], [-0.019, -0.025, 0.010], [0.009, -0.033, 0.017], [0.026, -0.010, 0.013], [0.021, 0.036, -0.004], [0.067, -0.131, -0.009], [0.240, 0.056, -0.057], [-0.056, 0.076, 0.003], [0.040, 0.004, -0.051], [0.204, -0.003, 0.165], [-0.815, 0.291, 0.347], [0.042, -0.237, -0.037], [0.053, -0.023, -0.009], [-0.002, 0.028, 0.012], [-0.123, -0.008, -0.026], [0.091, -0.001, -0.204], [-0.230, 0.008, 0.134], [-0.068, 0.153, 0.095], [0.034, -0.063, 0.000]]
}

=====

{
  "formula": "H24O12",
  "method": "ωB97M-V/def2-TZVPD",
  "de_lowest_kj_mol": 50.3,
  "multiplicity": 1,
  "homo_lumo_gap_ev": 10.9,
  "e_homo_ev": -10.78,
  "smiles": "O.O.O.O.O.O.O.O.O.O.O.O",
  "symbols": ["O", "H", "H", "O", "H", "H", "O", "H", "H", "O", "H", "H", "O", "H", "H", "O", "H", "H", "O", "H", "H", "O", "H", "H", "O", "H", "H", "O", "H", "H", "O", "H", "H", "O", "H", "H"],
  "positions_angstrom": [[6.21164, 6.18791, 9.25840], [5.66249, 6.81057, 8.72271], [5.76908, 5.36823, 9.07275], [3.71120, 5.38400, 6.25877], [3.33012, 5.22875, 5.38804], [4.30917, 6.18449, 6.23172], [6.94621, 11.15990, 6.77499], [7.56483, 10.47673, 7.03795], [6.42367, 11.31653, 7.57579], [5.77086, 11.02888, 4.28505], [6.36034, 11.40110, 4.96307], [5.11678, 10.62127, 4.84055], [9.52614, 10.90719, 4.56497], [9.79533, 10.90425, 5.48104], [8.66755, 11.32383, 4.53846], [7.36079, 5.22022, 6.60979], [6.92602, 4.41219, 6.93924], [7.97607, 5.01392, 5.84791], [7.42576, 8.43804, 4.17838], [8.16277, 9.05925, 4.26426], [6.80430, 9.00472, 3.65000], [9.24296, 5.71788, 9.03777], [8.78798, 5.57870, 8.18335], [8.47780, 5.43273, 9.59743], [8.67674, 8.44097, 7.05076], [8.12914, 7.96568, 6.37582], [8.64038, 7.83710, 7.77601], [5.41938, 3.91504, 7.94088], [4.82587, 4.22193, 7.23377], [5.14514, 3.04348, 8.32585], [5.81468, 7.34321, 6.19489], [6.35879, 6.53127, 6.30248], [5.88732, 7.66668, 5.29442], [9.15967, 5.73891, 4.62688], [8.74400, 6.51271, 4.12444], [9.73530, 6.16449, 5.29038]],
  "atomic_forces_ev_per_a": [[-0.558, 1.680, -0.360], [0.869, -0.400, 0.653], [-0.232, -1.032, -0.152], [0.579, 0.424, 0.315], [0.235, 0.255, 0.071], [-0.604, -0.639, -0.357], [-0.260, 0.435, 0.469], [0.340, -0.668, 0.006], [0.138, 0.059, -0.336], [0.602, 0.356, -0.393], [-0.154, -0.151, -0.080], [-0.593, -0.373, 0.291], [0.102, -0.480, -0.564], [0.036, -0.004, 0.437], [-0.288, 0.359, 0.122], [0.974, -0.510, -0.787], [0.141, 0.225, -0.022], [-0.824, 0.268, 0.772], [-0.495, 0.837, -1.098], [0.344, 0.004, 0.247], [0.517, -0.670, 0.655], [-1.528, -0.603, -0.030], [0.411, 0.123, 0.052], [0.982, 0.632, -0.178], [-0.618, 0.053, -1.836], [0.360, 0.824, 0.698], [0.125, -0.662, 1.254], [0.182, -1.411, 0.767], [-0.650, -0.247, 0.040], [0.061, 1.341, -0.914], [-0.917, -0.141, 0.615], [0.214, 0.090, -0.283], [0.465, -0.077, -0.038], [-0.428, 1.662, -0.578], [0.704, -1.415, 0.994], [-0.227, -0.145, -0.452]]
}

=====

{
  "formula": "C3H5N3OS",
  "method": "ωB97M-V/def2-TZVPD",
  "de_lowest_kj_mol": 383.3,
  "multiplicity": 1,
  "homo_lumo_gap_ev": 9.9,
  "e_homo_ev": -9.10,
  "smiles": "NSOn1cccn1",
  "symbols": ["N", "S", "O", "N", "C", "C", "C", "N", "H", "H", "H", "H", "H"],
  "positions_angstrom": [[2.85468, 1.21922, -0.19882], [2.31169, -0.31477, 0.38563], [1.08700, -0.96018, -0.61825], [-0.16261, -0.57665, -0.14775], [-1.21538, -1.45002, 0.06159], [-2.30456, -0.67823, 0.23997], [-1.81898, 0.65558, 0.05033], [-0.53663, 0.70507, -0.14466], [2.83404, 1.97125, 0.46641], [3.73260, 1.29748, -0.63787], [-1.03611, -2.46185, 0.00879], [-3.34095, -0.91938, 0.30846], [-2.40479, 1.51249, 0.22618]],
  "atomic_forces_ev_per_a": [[-1.498, -1.315, 0.914], [1.160, 1.029, -0.607], [0.082, 1.274, 0.739], [-1.134, -0.345, -0.065], [1.603, 1.641, -0.391], [-0.173, 1.506, -0.707], [-1.060, -1.273, 1.077], [1.240, -0.375, -0.617], [-0.947, 0.059, 0.399], [1.049, -0.854, -0.925], [0.229, -1.980, -0.002], [-0.234, -0.419, 0.322], [-0.317, 1.052, -0.137]]
}

=====

{
  "formula": "C3H9NOS2",
  "method": "ωB97M-V/def2-TZVPD",
  "de_lowest_kj_mol": 218.7,
  "multiplicity": 1,
  "homo_lumo_gap_ev": 9.5,
  "e_homo_ev": -9.12,
  "smiles": "N[C@@H](CO)CSS",
  "symbols": ["N", "C", "C", "O", "C", "S", "S", "H", "H", "H", "H", "H", "H", "H", "H", "H"],
  "positions_angstrom": [[-0.67083, 2.10005, 1.43659], [0.02083, 0.91194, 0.75546], [0.53349, 0.05660, 1.93770], [1.25533, 1.05911, 2.67246], [-1.05166, 0.01742, 0.05937], [-0.12665, -1.26819, -0.72193], [0.20364, -0.87624, -2.69376], [-1.46179, 2.26549, 0.82563], [-0.26409, 2.98657, 1.41058], [0.69739, 1.29815, -0.00610], [-0.10004, -0.35936, 2.72456], [1.17921, -0.71341, 1.63198], [0.71683, 1.28866, 3.38393], [-1.79132, 0.55634, -0.73690], [-1.79275, -0.39548, 0.87938], [-0.77801, -1.70503, -3.41308]],
  "atomic_forces_ev_per_a": [[-1.836, -2.512, -1.271], [-3.261, 0.450, 1.284], [1.140, 2.869, 0.597], [2.562, -1.166, -1.064], [-2.892, 2.027, -0.310], [0.180, -1.867, -0.407], [-1.437, -0.782, -1.108], [-0.555, -0.037, 0.176], [1.909, 1.186, 0.039], [0.691, -0.628, 0.428], [-1.221, -0.129, -1.120], [1.111, -0.917, -0.451], [-1.233, 0.807, 1.671], [1.966, -1.038, 1.777], [1.558, 0.458, -1.648], [1.316, 1.280, 1.407]]
}

=====

{
  "formula": "C6H10O",
  "method": "ωB97M-V/def2-TZVPD",
  "de_lowest_kj_mol": 478.7,
  "multiplicity": 1,
  "homo_lumo_gap_ev": [7.8, 7.8],
  "e_homo_ev": [-6.83, -6.83],
  "symbols": ["O", "C", "C", "C", "C", "C", "C", "H", "H", "H", "H", "H", "H", "H", "H", "H", "H"],
  "positions_angstrom": [[-1.49944, -0.36471, -0.48860], [-0.13629, -0.77495, -1.16110], [0.36539, 0.51296, -1.56633], [-0.83491, 1.12563, 0.42887], [0.30491, 0.67129, 1.32112], [0.85354, -0.71741, 1.07117], [0.67880, -1.39050, -0.06758], [-1.81904, -1.06473, 0.12032], [-0.49183, -1.48473, -1.91819], [-0.03029, 0.94613, -2.48503], [1.40523, 0.74775, -1.35437], [-1.79915, 1.11873, 0.94950], [-0.71028, 2.06970, -0.07956], [1.13394, 1.37948, 1.19284], [-0.00555, 0.73840, 2.37520], [1.46040, -1.14045, 1.86998], [1.12457, -2.37258, -0.20827]],
  "atomic_forces_ev_per_a": [[-0.021, -0.087, 0.094], [0.046, 0.003, -0.003], [0.041, -0.086, -0.157], [-0.041, 0.166, 0.282], [-0.011, -0.015, -0.010], [0.016, -0.058, -0.144], [0.027, 0.095, 0.189], [0.023, 0.070, -0.111], [0.083, 0.115, 0.115], [0.039, -0.045, 0.160], [-0.153, -0.069, 0.014], [0.139, -0.063, -0.144], [0.030, -0.130, 0.009], [-0.083, -0.082, -0.012], [0.018, -0.016, -0.154], [-0.073, 0.050, -0.124], [-0.078, 0.152, -0.004]]
}

=====

Calculated E (Eh), listed in the same order as above: -10615.584378 -917.306195 -754.893063 -1046.002317 -309.660052